# 1
Below is C30H52BrFeN3P2S as an isolated structure, with properties calculated with ωB97M-V/def2-TZVPD.

The calculation puts the energy above the lowest of the compared OMol25 structures with the same formula, charge and spin at 0.0 kcal/mol. Its LUMO energy (spin up / spin down) is -6.50 / -6.58 eV. The value obtained for the orbital gap (spin up / spin down) is 6.789 / 7.207 eV. As for the spin multiplicity: 5. The net charge is +2. The HOMO energy (spin up / spin down) comes out at -13.29 / -13.79 eV. Its expectation value of S² is 6.03.

Last column: Löwdin spin population.
Positions of all 90 atoms, in Å:
N -4.92 -0.86 3.20  -0.002
C -3.95 -0.12 3.75  0.000
C -3.06 0.62 2.96  -0.003
C -3.21 0.63 1.56  0.000
C -4.32 -0.08 1.01  -0.002
C -5.14 -0.80 1.88  0.001
C -2.26 1.33 0.74  -0.001
Fe 0.01 0.51 -0.42  3.622
P 2.16 0.62 -1.40  0.034
C -2.24 1.17 -0.66  0.010
C -1.76 2.23 -1.53  0.009
C -1.93 2.11 -2.93  0.016
C -1.09 2.81 -3.77  0.000
C -0.09 3.58 -3.15  0.014
C -0.19 4.05 -1.84  0.000
C -1.09 3.37 -1.00  0.025
Br 1.51 4.06 -4.22  0.002
H -1.58 2.04 1.24  0.000
H -2.70 0.30 -1.13  0.002
H -2.24 1.18 3.42  0.000
H -4.55 -0.10 -0.06  0.000
H -3.85 -0.11 4.83  0.000
H -5.98 -1.38 1.49  0.000
H -2.67 1.40 -3.31  0.000
H -1.24 3.68 0.05  0.001
H -1.11 2.71 -4.84  0.000
H 0.45 4.85 -1.48  0.000
P -0.41 -2.10 -0.62  0.072
C 2.63 2.21 -0.57  0.018
C 3.40 3.16 -1.47  0.004
H 3.19 1.96 0.34  0.000
H 1.69 2.69 -0.24  0.005
H 3.67 4.07 -0.92  0.001
H 4.32 2.72 -1.88  0.000
H 2.77 3.49 -2.31  0.000
C 1.72 0.80 -3.16  0.011
C 2.88 0.86 -4.16  0.004
H 1.15 1.73 -3.23  0.002
H 1.00 -0.01 -3.42  0.002
H 2.47 1.13 -5.14  0.000
H 3.61 1.63 -3.88  0.000
H 3.38 -0.12 -4.25  0.000
C 3.49 -0.61 -1.25  0.003
C 4.88 -0.04 -1.54  0.001
H 3.25 -1.44 -1.94  0.000
H 3.42 -1.01 -0.23  0.000
H 5.63 -0.83 -1.46  0.000
H 4.95 0.38 -2.55  0.000
H 5.14 0.75 -0.82  0.000
C 0.51 -3.43 0.26  0.011
C 2.01 -3.50 0.01  0.000
H 0.04 -4.39 -0.02  0.002
H 0.33 -3.29 1.34  0.001
H 2.37 -4.51 0.25  0.000
H 2.28 -3.30 -1.03  0.000
H 2.56 -2.81 0.66  0.000
C -0.22 -2.57 -2.39  0.009
C -1.26 -1.94 -3.32  0.001
H -0.26 -3.67 -2.44  0.002
H 0.80 -2.25 -2.68  0.000
H -1.12 -2.33 -4.34  0.000
H -2.29 -2.20 -3.01  0.000
H -1.18 -0.85 -3.36  0.001
C -2.14 -2.64 -0.25  0.014
C -2.42 -3.02 1.21  0.000
H -2.36 -3.50 -0.91  0.003
H -2.79 -1.81 -0.55  0.000
H -3.48 -3.30 1.31  0.000
H -1.83 -3.88 1.55  0.000
H -2.25 -2.17 1.88  0.000
C 0.95 2.05 6.18  0.000
C 0.03 1.60 5.06  0.002
N 0.81 0.96 3.96  0.009
C 0.40 -0.10 3.24  0.019
S 0.97 -0.33 1.63  0.062
N -0.37 -1.03 3.86  0.009
C -0.03 -1.52 5.22  0.001
C -1.30 -1.93 5.92  0.000
H 1.64 1.26 6.49  0.000
H 0.37 2.36 7.05  0.000
H 1.55 2.91 5.86  0.000
H -0.74 0.91 5.41  0.000
H -0.48 2.47 4.63  0.000
H 1.44 1.59 3.46  0.000
H -0.69 -1.77 3.24  0.001
H 0.68 -2.36 5.13  0.000
H 0.49 -0.71 5.75  0.000
H -1.76 -2.78 5.41  0.000
H -1.07 -2.21 6.96  0.000
H -2.03 -1.11 5.92  0.000

***

# 2
Below is an isolated ion of composition C3H2N2O2S and charge -2, with properties calculated with ωB97M-V/def2-TZVPD.

The calculation puts the energy above the lowest of the compared OMol25 structures with the same formula, charge and spin at 0.9 kcal/mol. Its LUMO energy is 6.15 eV. The value obtained for the orbital gap is 5.192 eV. As for the spin multiplicity: 1. The net charge is -2. The HOMO energy comes out at 0.96 eV. The SMILES is NN([S-])C([O-])=C=C=O.

Last column: natural (NBO) charge in e.
Positions of all 10 atoms, in Å:
C -1.09 -0.33 0.17  -0.607
C -2.32 -0.13 0.12  0.492
C 0.19 -0.96 0.25  0.571
N 1.06 1.35 -0.07  -0.698
N 1.21 -0.09 0.22  -0.395
O -3.52 0.24 -0.01  -0.783
O 0.35 -2.23 0.37  -0.721
S 2.84 -0.69 0.01  -0.558
H 1.35 1.50 -1.14  0.316
H -0.07 1.35 0.09  0.382

***

# 3
Below is a 2-piece molecular cluster, C9H10S overall, with properties calculated with ωB97M-V/def2-TZVPD.

The calculation puts the energy above the lowest of the compared OMol25 structures with the same formula, charge and spin at 95.7 kcal/mol. Its LUMO energy is 0.78 eV. The value obtained for the orbital gap is 8.933 eV. As for the spin multiplicity: 1. The HOMO energy comes out at -8.15 eV. The SMILES is c1cc2cc-2c1.C=C(C)S.

Last column: natural (NBO) charge in e.
Positions of all 20 atoms, in Å:
C -2.12 1.04 -1.16  0.070
C -1.35 2.03 -0.81  -0.237
C -2.84 -0.08 -0.85  -0.352
C -2.90 -0.25 0.55  -0.132
C -2.09 0.63 1.24  -0.360
C -1.48 1.54 0.42  0.100
C 2.00 -1.06 -1.28  -0.658
C 2.67 -1.23 1.16  -0.447
C 2.14 -0.55 0.19  -0.095
S 1.69 1.20 0.36  0.023
H -3.53 -0.57 -1.64  0.240
H -3.59 -0.97 1.06  0.214
H -1.91 0.85 2.31  0.244
H 2.59 -0.39 -1.96  0.221
H 0.96 -1.02 -1.62  0.228
H 2.44 -2.09 -1.52  0.226
H 2.70 -0.92 2.18  0.192
H -0.79 2.73 -1.22  0.204
H 3.15 -2.16 1.11  0.204
H 2.25 1.26 1.50  0.113

***

# 4
Below is an isolated molecule of C2H2FP, with properties calculated with ωB97M-V/def2-TZVPD.

The calculation puts the energy above the lowest of the compared OMol25 structures with the same formula, charge and spin at 124.2 kcal/mol. Its LUMO energy (spin up / spin down) is -1.67 / -1.67 eV. The value obtained for the orbital gap (spin up / spin down) is 7.829 / 7.829 eV. As for the spin multiplicity: 1. The HOMO energy (spin up / spin down) comes out at -9.50 / -9.50 eV.

Last column: natural (NBO) charge in e.
Positions of all 6 atoms, in Å:
C 0.67 -0.68 -1.19  -0.509
C -0.80 0.62 0.53  -0.623
F -1.59 -2.00 -0.60  -0.554
P -0.91 -0.48 -0.69  1.275
H 1.30 0.19 -1.56  0.205
H -1.21 0.19 1.56  0.205

***

# 5
Below is a 3-piece molecular cluster, C4H13O3 overall, with properties calculated with ωB97M-V/def2-TZVPD.

The calculation puts the energy above the lowest of the compared OMol25 structures with the same formula, charge and spin at 0.0 kcal/mol. Its LUMO energy (spin up / spin down) is 6.49 / 6.39 eV. The value obtained for the orbital gap (spin up / spin down) is 2.417 / 8.541 eV. As for the spin multiplicity: 2. The net charge is -2. The HOMO energy (spin up / spin down) comes out at 4.08 / -2.15 eV. Its expectation value of S² is 0.75.

Last column: natural (NBO) charge in e.
Positions of all 20 atoms, in Å:
C -0.47 0.32 1.53  -0.047
O 0.31 1.33 0.97  -0.817
C -1.02 -0.75 0.55  -0.456
C -1.93 -0.19 -0.54  -0.446
C -2.81 -1.23 -1.26  -1.313
H 0.19 -0.30 2.20  0.114
H -1.29 0.87 2.03  0.144
H -1.52 -1.53 1.11  0.180
H -0.23 -1.20 -0.04  0.195
H -1.32 0.41 -1.27  0.196
H -2.65 0.48 -0.02  0.156
H -3.34 -0.65 -2.03  0.168
H -3.60 -1.56 -0.57  0.135
H -2.19 -2.05 -1.61  0.181
H 2.54 0.06 -0.49  0.495
H 3.10 -0.96 0.75  0.427
O 3.40 -0.53 -0.07  -1.104
H 1.01 1.07 0.26  0.512
H 2.50 1.76 -0.95  0.426
O 1.83 1.07 -1.05  -1.144

***

# 6
Below is a 4-piece molecular cluster, C9H23NO19P2S3 overall, with properties calculated with ωB97M-V/def2-TZVPD.

Its LUMO energy is 0.31 eV. The value obtained for the orbital gap is 8.942 eV. As for the spin multiplicity: 1. The HOMO energy comes out at -8.63 eV. The SMILES is CNCO[P@@](=O)(O)OCP(=O)(O)O.O=S1(=O)OCCO1.O=S1(=O)OCCO1.O=S1(=O)OCCO1.

Last column: natural (NBO) charge in e.
Positions of all 57 atoms, in Å:
C 3.53 1.36 1.19  -0.418
N 3.08 2.41 0.25  -0.638
C 1.87 2.00 -0.51  0.084
O 1.90 0.61 -0.87  -0.777
P 0.56 -0.25 -0.50  2.529
O 0.41 -1.28 -1.53  -1.087
O 0.85 -1.00 0.92  -1.004
O -0.80 0.64 -0.48  -0.774
C -1.59 0.51 0.72  -0.470
P -1.19 1.83 1.94  2.277
O -2.13 1.77 3.07  -1.108
O 0.32 1.73 2.56  -0.995
O -1.42 3.25 1.15  -0.939
H 4.39 0.83 0.76  0.211
H 2.73 0.67 1.53  0.157
H 3.90 1.87 2.10  0.197
H 2.80 3.21 0.82  0.354
H 0.99 2.31 0.09  0.157
H 1.89 2.57 -1.47  0.184
H 1.82 -1.10 1.00  0.529
H -2.64 0.70 0.42  0.256
H -1.58 -0.51 1.16  0.253
H 0.50 0.84 2.91  0.526
H -0.79 3.88 1.55  0.502
C 6.95 -1.18 -1.93  -0.099
C 6.07 -2.36 -2.27  -0.105
O 5.84 -3.02 -1.02  -0.678
S 5.82 -1.93 0.16  2.546
O 4.47 -1.60 0.44  -0.914
O 6.73 -2.34 1.17  -0.888
O 6.46 -0.71 -0.67  -0.684
H 7.99 -1.49 -1.80  0.191
H 6.90 -0.40 -2.67  0.215
H 6.53 -3.04 -2.98  0.214
H 5.10 -2.04 -2.66  0.203
C -3.47 -4.11 0.62  -0.098
C -3.22 -4.93 -0.63  -0.101
O -2.24 -4.19 -1.36  -0.682
S -1.26 -3.42 -0.33  2.551
O -0.10 -4.20 -0.15  -0.889
O -1.21 -2.05 -0.69  -0.890
O -2.19 -3.60 0.99  -0.694
H -4.13 -3.26 0.42  0.185
H -3.89 -4.71 1.43  0.209
H -4.12 -5.06 -1.23  0.210
H -2.79 -5.90 -0.39  0.192
C -6.26 3.45 0.46  -0.099
C -6.12 2.59 -0.77  -0.101
O -5.10 3.22 -1.55  -0.683
S -4.03 3.91 -0.55  2.547
O -2.93 3.04 -0.38  -0.899
O -3.88 5.27 -0.94  -0.892
O -4.93 3.85 0.79  -0.678
H -6.85 4.35 0.26  0.192
H -6.71 2.91 1.30  0.214
H -7.05 2.52 -1.34  0.213
H -5.78 1.58 -0.52  0.188

***

Number 1: E_tot -170252.7906 eV. Number 2: E_tot -21050.2162 eV. Number 3: E_tot -20324.3632 eV. Number 4: E_tot -14106.1261 eV. Number 5: E_tot -10497.6416 eV. Number 6: E_tot -101180.7434 eV.